Arrangement a

The following is a DFT calculation (ωB97M-V with the def2-TZVPD basis set) of a 2-piece molecular cluster, C9H14O overall.

```
! wB97M-V def2-TZVPD RIJCOSX def2/J DEFGRID3
* xyz -1 2
C -0.9822 -2.1695 -1.6270
C -0.8499 1.7053 0.2157
C -0.3780 1.5216 -1.0852
C -1.1893 0.6015 0.9759
C -0.4429 0.2582 -1.6498
C -1.2316 -0.6734 0.4008
C -0.9447 -0.8299 -0.9438
O -0.9458 2.9255 0.8012
H -0.0465 2.3872 -1.6441
H -0.3329 3.5623 0.3645
H -1.4182 0.6791 2.0279
H -0.1394 0.1123 -2.6796
H -1.5415 -1.5118 1.0168
H -0.8555 -2.9868 -0.9154
H -0.1884 -2.2854 -2.3694
H -1.9250 -2.3567 -2.1544
C 2.3508 -0.9675 1.7717
C 3.2440 -1.7018 0.7194
H 2.8370 -1.0657 2.7418
H 2.1352 0.0610 1.5002
H 1.4262 -1.5437 1.7918
H 3.2471 -1.1945 -0.2446
H 2.9716 -2.7415 0.5585
H 4.2630 -1.6713 1.1199
*
```

The HOMO-LUMO gap (alpha / beta) comes out at 2.784 / 7.218 eV. For the HOMO energy (alpha / beta), the calculation gives 0.041 / -0.126 hartree.

In the Löwdin picture, each atom carries the following charge in e:
1 C -0.103
2 C -0.429
3 C -0.142
4 C -0.121
5 C -0.157
6 C -0.158
7 C -0.365
8 O -0.024
9 H 0.061
10 H 0.089
11 H 0.077
12 H 0.071
13 H 0.068
14 H 0.053
15 H 0.057
16 H 0.058
17 C -0.156
18 C -0.172
19 H 0.046
20 H 0.058
21 H 0.047
22 H 0.054
23 H 0.048
24 H 0.043

=====

Arrangement b

The following is a DFT calculation (ωB97M-V with the def2-TZVPD basis set) of a 2-piece molecular cluster, C9H14O overall.

```
! wB97M-V def2-TZVPD RIJCOSX def2/J DEFGRID3
* xyz -1 2
C -2.1193 0.7608 -2.2237
C -2.7086 -0.6741 -2.2075
H -1.2068 0.8741 -2.8300
H -2.8592 1.4709 -2.5614
H -1.6724 0.9459 -1.2335
H -3.5387 -0.6196 -1.5078
H -2.0038 -1.4449 -1.8990
H -2.9020 -0.9327 -3.2481
C 3.1571 -0.7457 -0.6508
C -0.3986 -0.8759 0.6084
C 0.7806 -1.1207 -0.1587
C -0.4385 0.2467 1.4262
C 1.8846 -0.2001 -0.0155
C 0.5818 1.1628 1.4846
C 1.7738 0.9448 0.7051
O -1.5749 0.3916 2.2078
H -1.2005 -1.5640 0.3387
H 0.8539 -1.8315 -0.9525
H -1.8320 1.2980 2.3838
H 0.4117 2.0174 2.1276
H 3.1488 -1.8253 -0.7380
H 4.0642 -0.3501 -0.1813
H 2.5896 1.6514 0.6745
H 3.2959 -0.2739 -1.6340
*
```

The HOMO-LUMO gap (alpha / beta) comes out at 3.052 / 7.192 eV. For the HOMO energy (alpha / beta), the calculation gives 0.031 / -0.126 hartree.

In the Löwdin picture, each atom carries the following charge in e:
1 C -0.175
2 C -0.171
3 H 0.059
4 H 0.044
5 H 0.053
6 H 0.059
7 H 0.041
8 H 0.046
9 C -0.103
10 C -0.122
11 C -0.137
12 C -0.429
13 C -0.354
14 C -0.124
15 C -0.130
16 O -0.036
17 H 0.075
18 H 0.047
19 H 0.061
20 H 0.059
21 H 0.052
22 H 0.055
23 H 0.074
24 H 0.057

=====

What are the relative energies? In eV: arrangement a 0.000; arrangement b 0.389.